No. 1
Molecular formula: C20H55N5O5
Method: DFT, ωB97M-V/def2-TZVPD

Last column: Mulliken charge in e.
Cartesian coordinates (Å):
C1 -4.8436 9.7714 -6.9087  -0.734
O1 -4.0940 9.0213 -5.9291  -0.287
C2 -4.6836 7.7563 -5.7296  -0.481
C3 -3.5991 6.7980 -5.0238  0.162
C4 -2.4358 6.6434 -5.9793  -1.491
N1 -4.0430 5.3576 -4.8124  -0.709
H1 -5.7980 10.0473 -6.4602  0.308
H2 -5.1521 9.1615 -7.7578  0.315
H3 -4.5032 10.7642 -7.2029  0.280
H4 -5.4994 7.6448 -5.0154  0.255
H5 -4.9287 7.1699 -6.6151  0.279
H6 -3.2538 7.1969 -4.0700  0.357
H7 -1.6710 5.9596 -5.6110  0.416
H8 -1.9488 7.6119 -6.0931  0.359
H9 -2.5949 6.2623 -6.9880  0.369
H10 -3.8644 5.0552 -5.7594  0.324
H11 -5.0299 5.5152 -4.6662  0.278
C5 3.7726 2.1701 6.2426  -0.824
O2 3.6794 1.0034 7.0140  -0.287
C6 4.8605 0.8965 7.7743  -0.631
C7 4.8070 -0.5068 8.3924  0.429
C8 5.8908 -0.7385 9.5224  -1.367
N2 4.8976 -1.6692 7.4455  -0.806
H12 2.7963 2.2346 5.7621  0.282
H13 4.4276 2.1239 5.3726  0.339
H14 3.9270 3.1376 6.7203  0.309
H15 5.6216 0.8164 6.9982  0.328
H16 4.9535 1.7416 8.4564  0.365
H17 3.8186 -0.6022 8.8420  0.272
H18 5.7994 -1.6928 10.0410  0.380
H19 5.7432 0.0027 10.3079  0.358
H20 6.9390 -0.7036 9.2253  0.330
H21 4.7757 -2.5243 7.9689  0.254
H22 4.0122 -1.6681 6.9595  0.268
C9 1.0382 -8.5195 9.2431  -0.649
O3 2.1860 -8.9468 10.0395  -0.332
C10 1.8775 -9.5967 11.2905  -0.768
C11 3.2050 -10.2828 11.7485  0.487
C12 3.0672 -11.2259 12.9335  -1.347
N3 4.1196 -9.2682 12.2830  -0.736
H23 0.3807 -9.3872 9.2966  0.268
H24 1.1514 -8.1388 8.2280  0.257
H25 0.6331 -7.7081 9.8477  0.272
H26 1.4128 -8.8487 11.9327  0.392
H27 1.1696 -10.3955 11.0692  0.413
H28 3.6990 -10.7902 10.9199  0.240
H29 2.3701 -12.0113 12.6413  0.353
H30 2.6025 -10.6927 13.7628  0.323
H31 4.0186 -11.6736 13.2208  0.369
H32 5.0881 -9.5543 12.2677  0.206
H33 4.0466 -8.4323 11.7208  0.250
C13 -4.1308 2.1517 -11.2093  -0.844
O4 -4.4351 3.4676 -11.6460  -0.288
C14 -5.3856 3.5641 -12.7234  -0.775
C15 -5.9100 4.9885 -13.1747  0.261
C16 -4.6362 5.6677 -13.6599  -1.355
N4 -6.3673 5.7464 -12.0778  -0.736
H34 -4.9503 1.4482 -11.0620  0.322
H35 -3.6169 2.0217 -10.2569  0.292
H36 -3.4903 1.6175 -11.9110  0.326
H37 -5.0119 2.9806 -13.5649  0.440
H38 -6.3233 3.0723 -12.4646  0.382
H39 -6.6216 5.0382 -13.9989  0.359
H40 -4.3730 5.3480 -14.6682  0.339
H41 -3.8237 5.7492 -12.9379  0.321
H42 -4.9466 6.7125 -13.6757  0.401
H43 -5.6861 5.5340 -11.3630  0.294
H44 -6.3261 6.7482 -12.1987  0.260
C17 1.7555 -1.8586 -3.2749  -0.763
O5 2.2444 -2.0438 -1.9828  -0.317
C18 1.2898 -1.9234 -1.0086  -0.874
C19 2.0376 -2.1036 0.3415  0.613
C20 2.8963 -3.4472 0.4773  -1.330
N5 1.0159 -2.0082 1.3241  -0.734
H45 1.0063 -1.0672 -3.2958  0.335
H46 1.3678 -2.7794 -3.7109  0.285
H47 2.6171 -1.4893 -3.8311  0.235
H48 0.6859 -1.0220 -1.1133  0.454
H49 0.6697 -2.8109 -1.1348  0.344
H50 2.7238 -1.2925 0.5851  0.309
H51 2.4398 -4.2009 1.1189  0.348
H52 3.8899 -3.3840 0.9210  0.292
H53 3.1130 -3.7710 -0.5407  0.305
H54 1.2682 -1.2663 1.9613  0.267
H55 0.1688 -1.6736 0.8875  0.232

Energy relative to the best compared isomer or geometry (same formula, charge and spin): 107.9 kcal per mole
E: -1444.7232 Eh
Highest occupied orbital energy: -9.05 eV
Multiplicity: 1
SMILES: COC[C@H](C)N.COC[C@H](C)N.COC[C@H](C)N.COC[C@H](C)N.COC[C@H](C)N
Frontier orbital gap: 0.3541 Eh
Total charge: 0
F_max: 3.9 eV Å⁻¹

***

No. 2
Molecular formula: C16H26N6O5S
Method: DFT, ωB97M-V/def2-TZVPD

Last column: Mulliken charge in e.
Cartesian coordinates (Å):
C1 -3.5303 5.3616 -2.0025  -0.876
S1 -2.2714 5.0182 -0.7633  -0.037
C2 -0.8131 4.6573 -1.7841  1.557
C3 0.3560 4.3416 -0.8482  -0.416
O1 1.4835 4.7484 -1.0641  -0.673
N1 0.0618 3.5267 0.1921  -0.074
C4 1.1132 2.9642 1.0150  -1.063
C5 1.7956 1.7926 0.3415  -0.562
O2 0.8315 0.7760 0.1421  -0.008
C6 1.3430 -0.3210 -0.5889  -0.499
C7 0.2548 -1.3634 -0.7167  -1.257
N2 -0.1457 -1.9116 0.5731  0.211
C8 -1.2905 -1.3221 1.2506  -1.024
C9 0.5391 -2.9798 1.0401  0.832
O3 1.5023 -3.4546 0.4638  -0.653
C10 0.0578 -3.5550 2.3734  -0.889
N3 0.5848 -4.8761 2.6067  0.779
C11 1.8556 -5.3095 2.6576  -0.008
N4 1.8790 -6.6011 2.8891  -0.586
C12 0.5571 -6.9197 2.9646  0.559
C13 0.0741 -8.3140 3.2159  0.032
N5 1.0902 -9.2008 3.3406  -0.319
O4 -1.1006 -8.5994 3.2970  -0.611
N6 -0.2608 -5.9054 2.7984  -0.904
C14 -0.8910 3.5440 -2.8672  -0.661
C15 -0.0251 4.4457 -3.7725  0.029
O5 -0.3168 4.4964 -5.1463  -0.568
C16 -0.3840 5.6508 -2.8817  -0.886
H1 -4.4509 5.5338 -1.4474  0.413
H2 -3.3017 6.2595 -2.5727  0.268
H3 -3.6893 4.5181 -2.6719  0.258
H4 -0.8616 3.1289 0.2424  0.243
H5 1.8488 3.7415 1.2178  0.402
H6 0.6748 2.6450 1.9608  0.410
H7 2.2159 2.1132 -0.6190  0.433
H8 2.6164 1.4220 0.9686  0.355
H9 1.6634 0.0032 -1.5877  0.403
H10 2.2104 -0.7535 -0.0766  0.381
H11 -0.6268 -0.9222 -1.1843  0.414
H12 0.6135 -2.1773 -1.3447  0.492
H13 -1.1505 -1.3133 2.3298  0.402
H14 -1.3765 -0.2868 0.9326  0.288
H15 -2.2203 -1.8478 1.0169  0.313
H16 0.3580 -2.8799 3.1788  0.254
H17 -1.0241 -3.6560 2.4059  0.470
H18 2.7027 -4.6637 2.5045  0.477
H19 2.0426 -8.8921 3.2501  0.266
H20 0.8697 -10.1671 3.5001  0.218
H21 -0.5205 2.5554 -2.5954  0.058
H22 -1.9004 3.4525 -3.2721  0.235
H23 1.0312 4.2012 -3.6912  0.326
H24 -1.2352 4.7627 -5.2593  0.338
H25 -1.2443 6.1825 -3.2916  0.205
H26 0.4049 6.3501 -2.6203  0.253

Energy relative to the best compared isomer or geometry (same formula, charge and spin): 41.7 kcal per mole
E: -1728.2338 Eh
Highest occupied orbital energy: -9.12 eV
Multiplicity: 1
SMILES: CS[C@]1(C(=O)NCCOCCN(C)C(=O)Cn2cnc(C(N)=O)n2)C[C@H](O)C1
Frontier orbital gap: 0.3451 Eh
Total charge: 0
F_max: 0.0 eV Å⁻¹

***

No. 3
Molecular formula: C3H11N3O2
Method: DFT, ωB97M-V/def2-TZVPD

Last column: Mulliken charge in e.
Cartesian coordinates (Å):
C1 0.0353 1.6253 0.3000  -0.359
N1 1.3497 1.7102 0.8725  -0.555
O1 -0.0729 2.3207 -0.9288  -0.550
H1 0.3050 1.7291 -1.6056  0.392
H2 2.0340 1.3304 0.2249  0.208
H3 1.6100 2.6867 0.9944  0.259
H4 -0.6609 2.1230 0.9899  0.357
H5 -0.8173 0.5659 0.2473  0.390
C2 1.0817 -1.4492 0.2847  -1.056
N2 -1.2485 -0.6867 -0.3504  -0.135
C3 0.2293 -0.6765 -0.6806  0.514
N3 -1.8119 -1.7605 0.3840  -0.626
O2 0.5610 -0.3520 -1.8137  -0.629
H6 -1.7684 -0.3767 -1.1729  0.305
H7 -2.5655 -1.3929 0.9590  0.240
H8 -2.2104 -2.4484 -0.2515  0.228
H9 1.2441 -2.4514 -0.1206  0.339
H10 0.6588 -1.5421 1.2826  0.348
H11 2.0470 -0.9549 0.3850  0.330

Energy relative to the best compared isomer or geometry (same formula, charge and spin): 98.6 kcal per mole
E: -435.5331 Eh
Highest occupied orbital energy: -8.18 eV
Multiplicity: 1
Frontier orbital gap: 0.3259 Eh
Total charge: 0
F_max: 4.4 eV Å⁻¹